Entry from the OMol25 dataset: 2 unconnected molecules or ions with the total composition C8H11BCl3NO in a non-equilibrium geometry (ωB97M-V with the def2-TZVPD basis set).

```
25
Properties=species:S:1:pos:R:3:forces:R:3
Cl 3.68090 0.49362 -0.53931 -0.1 -0.3 0.2
Cl 3.94875 -2.16484 1.02143 -0.3 0.3 -0.1
Cl 3.43177 0.47205 2.46580 -0.4 -0.1 0.0
O 1.66475 -0.77578 0.75016 -2.6 0.7 0.3
N 0.75373 0.42967 -2.10809 -0.4 -1.3 0.9
C -2.40255 -1.91353 1.02271 -0.5 0.0 -0.1
C 1.15064 1.69796 -2.59299 0.2 1.0 -0.1
C -3.38145 -0.90172 1.04654 0.8 0.1 -0.1
C -1.63814 0.77745 0.93303 0.8 -0.6 -0.1
C -0.65472 -0.24348 0.82320 -0.8 -0.4 0.5
C 0.73731 0.11035 0.72368 0.9 -1.1 -0.2
C -1.05930 -1.60290 0.92336 0.6 0.5 0.0
C -2.97889 0.43962 1.03033 -0.2 -0.1 -0.1
B 3.11630 -0.52127 0.94497 1.6 0.4 -0.3
H 1.00198 1.15526 0.63568 0.3 0.3 0.1
H 2.22128 1.77304 -2.81810 -0.2 -0.2 0.1
H 1.38619 -0.14750 -1.58164 0.3 0.1 -0.6
H -0.27885 -2.37781 0.95503 -0.5 0.4 -0.2
H -4.43962 -1.15738 1.07126 0.3 0.0 0.1
H 0.62569 1.96171 -3.51724 0.0 -0.1 0.2
H -2.72040 -2.95575 1.06053 0.1 0.3 0.0
H 0.91907 2.45115 -1.82551 0.2 0.3 -0.4
H -3.72139 1.23098 1.06706 0.1 -0.1 0.1
H -0.05056 -0.04473 -2.46344 0.0 0.0 -0.3
H -1.31251 1.81381 0.97157 -0.1 -0.1 -0.2
```
Positions in Å, forces in eV/Å.

Properties
charge = 0
spin multiplicity = 1
Kohn-Sham gap = 7.058 eV
E_HOMO = -0.332 Ha

=====

Entry from the OMol25 dataset: a molecular structure, C34H48LaN3O2P in a non-equilibrium geometry (ωB97M-V with the def2-TZVPD basis set).

```
89
Properties=species:S:1:pos:R:3:forces:R:3
La -0.16109 -0.19803 0.32999 1.7 0.9 -0.4
P 1.62101 -0.29994 -2.24400 0.5 0.1 -1.0
O -0.27556 -2.03925 -0.72081 0.0 -2.3 -0.7
O -1.48333 0.23171 1.92890 -1.5 0.8 1.5
N 1.40363 -1.65361 1.61303 0.3 -0.6 0.4
N -0.85967 3.59835 -0.00170 0.0 0.2 0.1
N 1.72355 1.70268 1.29242 0.2 0.0 0.1
C -0.71392 -0.39517 -3.78569 0.1 0.0 0.0
C -4.24558 0.44532 -0.08511 0.1 0.1 -0.1
C 0.88553 -6.00951 -0.51960 -0.1 0.0 -0.1
C -2.12707 1.28552 2.42903 -0.2 0.3 0.5
C 1.99027 -1.13182 2.86785 0.1 0.1 0.1
C 1.80214 1.49721 2.76611 -0.1 -0.1 0.0
C 2.93496 -1.55265 -1.90320 -0.1 0.0 0.0
C -4.77785 -0.75003 1.94530 0.0 0.0 0.0
C -2.82688 3.61325 2.28199 0.0 0.0 -0.1
C -4.43835 1.63374 -0.98852 0.0 -0.1 0.1
C -2.18037 2.50526 1.72827 -0.1 -0.1 0.1
C -4.92975 0.35523 1.12272 0.0 0.0 0.0
C 0.59360 -1.14312 -3.52665 -0.1 0.1 0.1
C -1.42078 2.58664 0.48643 -0.1 -0.2 -0.1
C 2.96727 1.19286 0.68777 0.0 0.0 0.0
C 1.00546 -3.74839 0.36760 -0.1 0.0 -0.1
C -3.93460 -1.78974 1.58012 0.0 0.0 0.0
C -0.03983 -5.56997 -1.46927 0.1 0.0 0.1
C 2.50777 0.89575 -3.36369 0.0 0.0 0.1
C 1.52097 3.66018 -0.37036 -0.1 -0.1 0.0
C -2.72459 1.22588 3.69529 0.1 -0.2 -0.1
C 1.37930 -5.10536 0.38797 0.0 0.1 0.1
C -3.36919 2.32427 4.22395 0.0 0.1 -0.1
C -3.25206 -1.72083 0.37689 -0.2 -0.1 -0.1
C -3.43369 3.52690 3.51565 0.0 0.0 0.1
C 1.68015 3.17201 1.06979 0.0 0.1 -0.2
C 1.53957 -2.92050 1.42689 0.0 0.1 0.0
C 0.14564 3.37945 -1.00522 0.1 0.0 0.0
C 1.31191 0.15994 3.32675 0.1 -0.1 -0.2
C -3.40653 -0.60752 -0.44664 -0.1 -0.1 -0.1
C 3.85233 1.44851 -2.88655 -0.1 0.0 0.0
C 3.62046 -2.16136 -3.12489 0.0 0.0 0.1
C 0.09153 -3.30052 -0.61916 0.0 -0.5 -0.2
C -0.43054 -4.24950 -1.51274 0.0 0.2 0.0
H 2.60638 3.60381 1.47325 0.0 0.0 0.0
H -1.29869 -0.31756 -2.86680 -0.1 0.0 0.0
H 3.12435 0.14898 0.95140 0.0 0.0 0.0
H 1.18565 2.26472 3.23513 0.0 0.0 0.0
H -1.25181 1.60273 -0.01854 -0.8 1.4 -0.1
H -0.53146 0.61318 -4.16193 0.0 0.0 0.0
H 2.30049 3.26587 -1.02182 0.0 0.0 0.0
H -4.22932 2.56528 -0.45902 0.0 0.0 0.0
H -0.00720 4.05799 -1.84475 0.0 0.0 0.0
H -5.47151 1.68222 -1.33568 0.0 0.0 0.0
H -3.83490 2.25052 5.19850 0.0 0.0 0.0
H 4.38052 1.90149 -3.72535 0.0 0.0 0.0
H -5.58464 1.16426 1.42532 0.0 0.0 0.0
H -3.82638 -2.65670 2.21873 0.0 0.0 0.0
H 3.06837 -0.98902 2.74462 0.0 0.0 0.0
H -2.64921 -2.55924 0.05032 0.1 0.0 0.0
H 2.91565 1.26508 -0.39419 0.0 0.0 0.0
H -2.83793 4.53657 1.71591 0.0 0.0 0.0
H 0.85268 3.57511 1.65063 0.0 0.0 0.0
H 2.07684 -5.43634 1.14903 0.0 0.0 0.0
H 0.11252 2.34434 -1.40003 0.0 0.0 0.0
H -3.93686 4.38478 3.93937 0.0 0.0 0.0
H -2.95632 -0.60305 -1.43682 0.1 0.0 0.0
H 1.81487 1.71661 -3.56735 0.0 0.0 0.0
H 1.86306 -1.88169 3.65170 0.0 0.0 0.0
H 4.39580 -2.85784 -2.80469 0.0 0.0 0.0
H 3.83233 1.77538 1.02982 0.0 0.0 0.0
H 1.66284 4.74126 -0.33107 0.0 0.0 0.0
H 2.45966 -2.34011 -1.31448 0.0 0.0 0.0
H -3.79154 1.57750 -1.86464 0.0 0.0 0.0
H 0.38899 -2.15380 -3.17221 0.0 0.0 0.0
H 3.67311 -1.08107 -1.24928 0.0 0.0 0.0
H -1.15399 -3.90531 -2.24204 0.0 0.0 0.0
H -5.32043 -0.80000 2.88070 0.0 0.0 0.0
H 4.49595 0.66632 -2.48223 0.0 0.0 0.0
H 0.23824 0.05754 3.15657 0.0 0.0 0.2
H 2.91410 -2.71719 -3.74051 0.0 0.0 0.0
H 2.10879 -3.48516 2.17269 0.0 0.0 0.0
H 2.65595 0.37495 -4.31091 0.0 0.0 0.0
H -2.68216 0.28765 4.23460 0.0 0.0 0.0
H 1.19220 -7.04506 -0.48896 0.0 0.0 0.0
H -1.32531 -0.91902 -4.52014 0.0 0.0 0.0
H 3.74289 2.22145 -2.12822 0.0 0.0 0.0
H -0.46241 -6.27364 -2.17483 0.0 0.0 0.0
H 2.83696 1.67430 3.08907 0.0 0.0 0.0
H 1.17040 -1.22288 -4.44881 0.0 0.0 0.0
H 1.44125 0.23349 4.40801 0.0 0.0 0.0
H 4.09543 -1.40257 -3.74703 0.0 0.0 0.0
```
Positions in Å, forces in eV/Å.

Properties
charge = +1
spin multiplicity = 1
Kohn-Sham gap = 7.592 eV
E_HOMO = -0.383 Ha

=====

Entry from the OMol25 dataset: a molecular structure, C33H40F4GeN2Pd in a non-equilibrium geometry (ωB97M-V with the def2-TZVPD basis set).

```
81
Properties=species:S:1:pos:R:3:forces:R:3
Pd -0.21860 -0.07790 0.01080 0.5 -0.4 0.8
Ge -0.15800 -2.42950 0.20920 -0.5 -1.3 -0.1
F 3.27830 5.52680 -1.12090 -0.1 -0.1 0.0
F 0.70690 4.83670 -0.98210 0.1 -0.1 0.1
F 4.61600 1.02560 -0.79400 -0.1 0.1 0.0
F 1.98700 0.25520 -0.63350 1.2 0.6 -0.3
N -2.30560 0.65700 -0.04840 -0.3 -0.3 -0.2
N 0.04120 2.00590 -0.43970 -0.2 0.0 0.1
C 3.32880 4.65500 3.99020 -0.1 -0.1 0.0
C 3.66020 1.96970 -0.79870 -0.2 -0.1 0.0
C 2.97220 4.22670 -0.95960 0.1 -0.2 0.0
C -1.52220 -3.40650 1.34620 0.1 0.6 -0.3
C -1.77230 -5.71410 0.29980 0.1 -0.2 0.2
C -1.12900 2.84660 -0.36860 0.0 0.0 0.0
C -0.08110 2.20960 3.44930 0.0 -1.6 -1.6
C -2.27500 2.07470 0.30410 0.3 0.3 0.0
C 0.15240 -3.12110 -1.69840 -0.2 0.5 0.4
C 1.64470 3.85980 -0.86280 0.0 0.0 0.0
C 1.25260 2.50710 -0.65760 0.4 0.2 -0.1
C -2.94130 4.48920 4.21480 -0.2 0.1 0.0
C -2.26060 -3.29870 -2.50050 0.0 0.3 -0.2
C -3.32050 -0.05430 0.70830 0.0 -0.1 0.2
C 1.18160 3.89450 4.74770 -0.1 -0.2 -0.1
C -1.37690 2.67300 3.91300 -0.8 0.3 0.4
C 1.09850 3.01000 3.66180 0.8 0.5 0.2
C -2.40870 0.38480 -1.47190 -0.7 0.2 -0.7
C 2.18080 2.93540 2.77320 -0.4 -0.1 0.0
C -0.00990 0.04730 1.98540 0.2 -1.4 -1.6
C -2.36950 1.77800 4.33010 0.3 0.1 0.0
C -1.68430 4.04000 3.86710 0.1 -0.2 -0.1
C 3.27380 3.75840 2.93200 0.2 0.1 0.0
C 4.00920 3.30770 -0.90550 -0.1 0.0 0.0
C -0.03880 1.08860 2.64690 0.0 2.6 2.6
C -3.91720 3.59290 4.62530 0.1 0.0 0.0
C 2.28470 4.70610 4.90270 0.2 0.1 0.1
C -3.61880 2.23970 4.69320 -0.2 0.0 0.0
C -3.28330 -2.79380 -3.51400 0.0 -0.1 0.2
C 2.34110 1.59560 -0.70220 -0.3 -0.3 0.0
C -1.31820 -4.90540 1.50920 0.0 0.1 -0.3
C -0.85910 -2.76180 -2.77680 -0.1 -0.1 0.2
C -1.82820 -7.20210 0.62040 0.0 0.2 -0.2
H -2.54730 -3.23160 1.01630 -0.1 0.1 -0.1
H -3.08830 0.01460 1.77160 0.0 0.0 0.0
H -1.89800 -5.23950 2.37470 0.1 0.0 0.1
H -4.90070 3.94950 4.89320 -0.1 0.0 0.0
H -1.08660 -5.54340 -0.52960 0.0 0.1 -0.1
H 1.12510 -2.71130 -1.98300 0.1 0.0 0.1
H -1.58010 0.84730 -2.02320 -0.2 -0.1 0.1
H -2.55170 -7.38770 1.41130 -0.1 -0.1 0.1
H 5.03560 3.62300 -0.96570 0.1 0.0 0.0
H -2.76310 -5.37740 -0.01380 0.0 0.1 -0.1
H -2.13690 2.12230 1.38900 -0.1 -0.1 -0.1
H -2.12250 -7.78460 -0.25030 0.0 -0.1 0.0
H 2.33520 5.38460 5.74150 0.0 0.0 0.1
H -1.42060 3.19120 -1.37340 -0.1 0.0 0.2
H -4.28270 -3.14600 -3.26910 -0.1 0.0 0.0
H -3.23170 2.56370 0.06680 0.0 -0.1 0.0
H -2.39700 -0.69920 -1.62260 0.0 0.2 0.0
H 2.12340 2.24540 1.94100 0.0 0.0 0.0
H -0.94250 3.73890 0.24080 -0.2 0.0 -0.1
H -0.89510 -1.67130 -2.88200 0.0 0.0 -0.1
H -0.26410 -5.11030 1.70620 0.0 -0.1 0.1
H 0.38100 3.92300 5.47310 0.0 0.0 0.0
H -4.37200 1.54300 5.03130 0.0 -0.1 0.0
H 4.08670 3.70880 2.22250 0.0 0.0 -0.1
H -0.85620 -7.55290 0.95910 0.1 -0.1 0.0
H -0.52100 -3.15910 -3.73890 0.0 0.1 -0.1
H -2.56530 -3.00670 -1.48990 0.0 -0.1 0.0
H 0.27370 -4.20310 -1.64340 0.0 -0.1 0.2
H 1.12590 -2.95980 0.86040 0.3 0.2 0.2
H -2.23890 -4.39030 -2.52410 0.0 0.0 0.1
H -3.31290 -1.10550 0.41930 0.0 0.0 0.0
H -3.16480 5.54490 4.15470 0.0 0.1 0.0
H 4.17960 5.31070 4.10090 0.1 0.0 0.0
H -0.93770 4.74010 3.52270 0.0 0.0 0.0
H -3.35040 0.77370 -1.89390 0.0 0.0 0.0
H -4.32410 0.35850 0.53850 0.0 0.0 -0.1
H -2.13160 0.72580 4.39240 0.0 -0.1 -0.1
H -3.30870 -1.70550 -3.54390 0.0 0.1 0.0
H -1.42060 -2.92950 2.32480 0.0 0.2 -0.1
H -3.04210 -3.14320 -4.51520 0.0 0.0 -0.1
```
Positions in Å, forces in eV/Å.

Properties
charge = 0
spin multiplicity = 1
Kohn-Sham gap (alpha / beta) = 4.967 / 4.969 eV
E_HOMO (alpha / beta) = -0.251 / -0.251 Ha

=====

Entry from the OMol25 dataset: a molecular structure, C42H37N4O4S3Ti (ωB97M-V with the def2-TZVPD basis set).

```
91
Properties=species:S:1:pos:R:3:forces:R:3
Ti -1.59354 -0.46946 -1.84077 0.1 -0.2 -0.4
S -4.50922 -3.56144 -3.01332 0.0 -0.1 0.0
S -1.05472 0.83913 0.91495 0.1 -0.1 0.0
S 1.50865 -0.09144 -2.17752 -0.1 0.0 0.0
O -1.93282 -0.10880 -0.06852 0.1 0.0 -0.1
O -1.22019 0.08025 -3.88697 0.0 -0.1 0.1
O 0.22345 -0.82661 -1.57735 -0.2 0.3 -0.1
O -3.18255 2.96115 -1.09906 0.0 0.0 0.0
N -2.02400 1.39033 -2.34289 0.0 0.0 0.1
N -2.06574 -4.32382 -3.91017 0.0 0.0 0.1
N -2.31973 -2.31937 -2.72589 0.3 0.3 0.3
N -3.29964 -1.56532 -2.12954 -0.3 -0.1 0.0
C 4.55630 -2.43325 2.62330 0.0 0.0 0.0
C -4.70077 2.07393 5.54615 0.0 0.0 0.0
C 1.86075 1.24409 -1.06584 0.0 0.1 -0.1
C 4.88528 -1.27658 1.88119 0.0 0.0 0.0
C -2.52677 1.20440 4.63453 0.0 0.0 0.0
C 2.20902 -1.92941 2.38197 0.0 0.0 0.0
C 3.25034 -2.75448 2.86552 0.0 0.0 0.0
C 2.53931 -0.77376 1.62760 0.0 0.0 0.0
C 2.48530 3.62034 0.24805 0.0 0.0 0.0
C 1.48936 0.04725 1.13158 -0.1 0.0 0.0
C 2.79970 4.81984 0.93279 0.0 0.0 0.0
C -2.22100 2.30101 -4.52394 0.0 0.0 0.0
C -5.69827 -1.44662 -1.53148 0.0 0.0 0.0
C 0.18826 -0.26357 1.47233 0.0 0.0 0.0
C -2.79066 -3.42228 -3.25904 0.0 -0.1 -0.1
C 2.52351 3.55535 -1.16287 0.0 0.0 0.0
C -2.74945 2.61188 -2.15030 0.1 0.0 -0.1
C 2.76097 4.86909 2.29414 0.0 0.0 0.0
C 2.20629 2.40057 -1.81277 0.0 0.0 0.0
C 2.75673 -2.33295 -1.13641 0.0 0.0 -0.1
C 4.73218 -2.16289 -3.10445 0.0 0.0 0.0
C -3.36692 1.63394 2.01695 0.0 0.0 0.0
C 3.90317 -0.46800 1.38802 0.0 0.0 0.0
C 3.69684 -1.24244 -3.10182 0.0 0.0 0.1
C -0.15452 -1.42850 2.20439 0.0 0.0 0.0
C -3.79717 1.73314 4.39808 0.0 0.0 0.1
C -5.65325 -1.60032 -0.00425 0.0 0.0 0.0
C 2.40573 3.72014 3.04004 0.0 0.0 0.0
C 4.79344 -3.17398 -2.14876 0.0 0.0 0.0
C -2.12128 1.07004 2.28922 0.0 0.0 0.0
C -4.19837 1.94097 3.07711 0.0 0.0 0.0
C -4.49829 -2.06126 -2.16956 0.1 0.1 0.0
C 5.90066 -4.18522 -2.16262 0.0 0.0 0.0
C 1.81880 1.25353 0.31484 0.0 -0.1 0.0
C 0.84506 -2.24264 2.63616 0.0 0.0 0.0
C 2.12465 2.46480 0.99329 0.0 0.0 0.0
C -1.76039 1.18957 -3.64521 -0.1 0.1 0.1
C 3.78286 -3.25166 -1.18007 0.0 0.0 0.0
C -2.82602 3.29340 -3.51222 0.0 0.0 0.0
C 2.73482 -1.32506 -2.09878 0.1 -0.1 0.1
C -1.67939 0.86979 3.59526 0.0 0.0 0.0
C 2.09552 2.55069 2.41245 0.0 0.0 0.0
H -5.17025 2.37395 2.87852 0.0 0.0 0.0
H -5.71906 -0.39112 -1.80940 0.0 0.0 0.0
H -1.19105 -1.64754 2.42407 0.0 0.0 0.0
H -5.03562 1.16379 6.04707 0.0 0.0 0.0
H 1.97456 -2.41389 -0.39688 0.0 0.0 0.0
H 2.22463 2.35839 -2.89477 0.0 0.0 0.0
H 3.07572 5.69351 0.35671 0.0 0.0 0.0
H 3.00779 5.78586 2.81194 0.0 0.0 0.0
H 6.36141 -4.26550 -1.17757 0.0 0.0 0.0
H -6.53610 -1.13549 0.42939 0.0 0.0 0.0
H -4.17387 2.67364 6.28804 0.0 0.0 0.0
H 1.84660 1.67686 3.00140 0.0 0.0 0.0
H -1.38137 2.69904 -5.09564 0.0 0.0 0.0
H -5.57968 2.62323 5.21731 0.0 0.0 0.0
H 5.34762 -3.06108 3.01075 0.0 0.0 0.0
H -3.67185 1.84488 1.00020 0.0 0.0 0.0
H -4.76870 -1.11596 0.41009 0.0 0.0 0.0
H -0.69644 0.47217 3.80680 0.0 0.0 0.0
H -2.47661 -5.15441 -4.30358 0.0 0.0 0.0
H -2.27079 4.22986 -3.45596 0.0 0.0 0.0
H 5.92455 -1.02990 1.70999 0.0 0.0 0.0
H 0.61197 -3.13561 3.20248 0.0 0.0 0.0
H -1.07849 -4.17565 -4.04588 0.0 0.0 0.0
H 4.16403 0.41797 0.82322 0.0 0.0 0.0
H 3.81070 -4.04902 -0.44728 0.0 0.0 0.0
H 2.99779 -3.63394 3.44416 0.0 0.0 0.0
H -5.64815 -2.65013 0.28704 0.0 0.0 0.0
H 2.80138 4.43753 -1.72520 0.0 0.0 0.0
H 5.49326 -2.10348 -3.87124 0.0 0.0 0.0
H -6.59819 -1.90544 -1.93892 0.0 0.0 0.0
H -2.19435 1.05347 5.65380 0.0 0.0 0.0
H 5.51008 -5.17222 -2.41675 0.0 0.0 0.0
H 3.64557 -0.47356 -3.86319 0.0 0.0 0.0
H -3.86249 3.55218 -3.72227 0.0 0.0 0.0
H -2.93844 1.91632 -5.25102 0.0 0.0 0.0
H 2.39016 3.77285 4.12031 0.0 0.0 0.0
H 6.67137 -3.92905 -2.88524 0.0 0.0 0.0
```
Positions in Å, forces in eV/Å.

Properties
charge = +3
spin multiplicity = 1
Kohn-Sham gap = 5.883 eV
E_HOMO = -0.564 Ha

=====

Entry from the OMol25 dataset: 4 unconnected molecules or ions with the total composition CH10O3 in a non-equilibrium geometry (ωB97M-V with the def2-TZVPD basis set).

```
14
Properties=species:S:1:pos:R:3:forces:R:3
O 1.22233 0.75341 -2.63331 0.2 0.1 -0.4
O -1.51751 0.87680 -0.85257 1.0 0.9 -0.5
O -0.48497 -2.58682 -0.34508 0.0 0.0 0.0
C 0.64384 0.37031 2.01224 1.0 0.2 0.3
H 0.63044 0.00650 -2.73558 -0.2 -0.2 0.1
H 0.97071 1.15961 -1.80832 0.0 0.0 0.4
H -0.60407 -1.72869 0.07138 -0.1 0.1 -0.1
H 1.18208 -0.05017 2.86131 0.1 -0.5 -0.3
H 1.37691 0.78925 1.32182 0.0 0.3 0.2
H 0.01915 -3.09411 0.29633 0.0 -0.1 0.0
H -2.45610 1.02636 -0.83027 -0.7 0.0 0.1
H -1.17255 1.70099 -1.26469 -0.3 -0.9 0.4
H 0.13252 -0.36825 1.40991 -0.6 0.0 0.5
H 0.05721 1.14481 2.49684 -0.5 0.1 -0.7
```
Positions in Å, forces in eV/Å.

Properties
charge = 0
spin multiplicity = 1
Kohn-Sham gap = 11.861 eV
E_HOMO = -0.421 Ha